1.
This record from the Open Molecules 2025 dataset describes a 2-piece molecular cluster, C4H8O2 overall. The level of theory is ωB97M-V/def2-TZVPD.

Output
E_tot ... -307.62081 Ha
SMILES string ... C=CC(=C)O.O
Energy relative to the best compared isomer or geometry (same formula, charge and spin) ... 2.493 eV
2S+1 ... 1
Orbital gap ... 0.33860 Eh

Atoms and positions in Å:
C: -0.223 1.482 1.396
C: -0.086 0.301 0.775
C: 0.991 -0.445 0.147
C: 1.036 -1.733 -0.237
O: 2.163 0.233 -0.140
H: 0.695 2.053 1.293
H: -1.159 1.824 1.780
H: -0.922 -0.417 0.942
H: 1.914 -2.136 -0.743
H: 0.226 -2.382 -0.048
H: 2.094 1.123 0.217
O: -2.020 0.151 -1.547
H: -1.729 -0.291 -2.349
H: -2.979 0.238 -1.486

2.
This record from the Open Molecules 2025 dataset describes a 2-piece molecular cluster, ClHN2O overall. The level of theory is ωB97M-V/def2-TZVPD.

Output
E_tot ... -645.48246 Ha
SMILES string ... N#[N+][O-].Cl
Energy relative to the best compared isomer or geometry (same formula, charge and spin) ... 0.894 eV
2S+1 ... 1
Orbital gap ... 0.46265 Eh

Atoms and positions in Å:
N: 0.708 -0.174 -0.169
N: 1.753 0.159 -0.024
O: 2.839 0.504 0.130
Cl: -2.134 -0.623 0.025
H: -3.167 0.134 0.039

3.
This record from the Open Molecules 2025 dataset describes a 15-piece molecular cluster, C36H72N11O4 overall. The level of theory is ωB97M-V/def2-TZVPD.

Output
E_tot ... -2317.39356 Ha
Energy relative to the best compared isomer or geometry (same formula, charge and spin) ... 0.000 eV
2S+1 ... 1
Orbital gap ... 0.32543 Eh
Total charge ... +1

Atoms and positions in Å:
C: -2.775 -0.644 0.188
C: -1.285 -0.783 0.673
C: -0.427 -0.278 -0.383
N: 1.030 -0.518 -0.242
C: 1.226 -1.956 -0.085
C: 1.586 0.155 1.025
C: 2.999 0.173 0.957
C: 3.358 0.227 -0.595
C: 1.962 -0.035 -1.205
H: -3.203 0.437 0.140
H: -3.206 -0.994 1.162
H: -2.880 -1.343 -0.709
H: -1.134 -1.835 0.916
H: -1.175 -0.258 1.603
H: -0.440 0.986 -0.522
H: -0.787 -0.688 -1.388
H: 2.375 -1.963 -0.227
H: 0.945 -2.415 -0.904
H: 0.839 -2.317 0.808
H: 1.195 -0.057 1.991
H: 1.320 1.215 1.083
H: 3.268 -0.660 1.409
H: 3.516 1.026 1.269
H: 4.206 -0.471 -0.787
H: 3.633 1.286 -0.889
H: 2.046 -0.762 -2.009
H: 1.553 0.966 -1.714
C: 6.606 0.279 -2.827
C: 5.175 0.726 -3.351
N: 4.185 1.218 -3.718
H: 6.583 -0.796 -2.560
H: 7.288 0.609 -3.478
H: 6.863 1.069 -2.096
C: 6.136 0.947 3.270
C: 6.292 0.579 1.767
N: 6.466 0.351 0.644
H: 5.257 0.539 3.875
H: 7.148 0.502 3.713
H: 6.367 1.975 3.618
C: 0.174 -4.103 4.723
C: 1.164 -3.250 4.027
N: 1.875 -2.519 3.489
H: -0.660 -4.350 3.999
H: 0.728 -4.821 5.301
H: -0.230 -3.407 5.505
C: 1.136 3.978 3.263
C: 2.455 3.210 3.366
N: 3.465 2.640 3.506
H: 1.552 4.987 3.435
H: 0.725 3.992 2.252
H: 0.385 3.558 3.727
C: -4.671 -0.633 4.046
C: -3.507 -1.645 3.989
N: -2.688 -2.496 3.882
H: -4.857 -0.235 3.057
H: -5.407 -1.401 4.437
H: -4.619 0.345 4.676
C: -3.911 3.335 2.991
C: -2.496 2.776 2.588
N: -1.576 2.392 2.131
H: -3.925 2.865 3.881
H: -3.736 4.459 3.193
H: -4.653 2.958 2.361
C: -2.964 -4.586 1.203
C: -1.478 -4.540 1.410
N: -0.357 -4.540 1.538
H: -3.662 -4.512 2.130
H: -3.140 -3.706 0.462
H: -3.272 -5.407 0.819
C: -8.759 0.541 1.045
C: -7.139 0.536 1.055
N: -5.981 0.553 1.013
H: -9.298 -0.405 1.702
H: -9.178 1.534 1.279
H: -9.115 0.215 0.079
C: 6.168 -5.333 -0.419
C: 5.941 -3.912 -0.982
N: 5.800 -2.863 -1.367
H: 6.453 -5.128 0.693
H: 5.131 -5.834 -0.646
H: 6.886 -5.778 -1.032
C: -1.076 5.410 -0.484
C: 0.259 4.463 -0.698
N: 1.141 3.721 -0.865
H: -1.450 5.076 0.536
H: -0.901 6.505 -0.308
H: -1.699 5.390 -1.422
C: 1.004 -3.075 -3.844
C: -0.443 -2.531 -3.621
O: -1.063 -3.173 -2.636
H: 1.582 -2.528 -4.686
H: 0.993 -4.107 -3.941
H: 1.544 -2.887 -2.872
H: -1.010 -2.720 -4.639
H: -0.427 -1.487 -3.351
H: -2.145 -2.997 -2.755
C: 5.846 4.599 0.620
C: 5.794 4.003 -0.775
O: 5.742 4.977 -1.758
H: 4.776 4.979 1.008
H: 6.777 5.351 0.837
H: 5.837 3.853 1.303
H: 5.028 3.272 -1.004
H: 6.676 3.390 -0.978
H: 5.406 4.432 -2.531
C: -3.803 2.123 -2.550
C: -5.302 2.093 -2.823
O: -5.616 2.678 -4.049
H: -3.694 1.372 -1.855
H: -3.424 3.036 -2.229
H: -3.186 1.802 -3.308
H: -5.945 2.432 -1.978
H: -5.514 1.024 -2.924
H: -6.468 3.068 -3.818
C: -3.831 -1.636 -4.686
C: -4.528 -2.200 -3.291
O: -3.926 -3.224 -2.722
H: -3.611 -2.636 -5.222
H: -2.761 -1.164 -4.474
H: -4.646 -0.959 -5.038
H: -5.652 -2.304 -3.443
H: -4.608 -1.486 -2.508
H: -4.581 -3.867 -2.449

4.
This record from the Open Molecules 2025 dataset describes C25H34N7O5Pt as an isolated structure. The level of theory is ωB97M-V/def2-TZVPD.

Output
E_tot ... -1851.20345 Ha
Energy relative to the best compared isomer or geometry (same formula, charge and spin) ... 2.314 eV
2S+1 ... 2
<S²> ... 0.75
Orbital gap (spin up / spin down) ... 0.19252 / 0.19164 Eh
Total charge ... +2

Atoms and positions in Å:
Pt: 0.708 0.466 0.287
C: 3.329 1.589 -0.917
N: 3.877 0.286 -0.558
C: 5.332 0.098 -0.515
C: 5.476 -1.343 -0.031
N: 4.084 -1.800 0.105
C: 3.879 -3.164 0.594
C: 3.224 -0.829 -0.230
N: 1.865 -0.948 -0.358
C: 1.180 -2.230 -0.147
C: -0.187 -2.038 -0.723
N: -0.776 -0.926 0.031
C: -2.062 -0.599 -0.017
N: -2.621 0.377 0.728
C: -2.012 1.295 1.668
C: -3.988 0.649 0.300
C: -4.342 -0.626 -0.441
N: -3.024 -1.166 -0.797
C: -3.023 -2.488 -1.424
H: 4.167 2.267 -1.062
H: 2.717 2.019 -0.130
H: 2.758 1.548 -1.844
H: 5.791 0.819 0.159
H: 5.751 0.243 -1.509
H: 5.973 -1.412 0.935
H: 6.013 -1.971 -0.738
H: 4.834 -3.494 0.995
H: 3.602 -3.855 -0.199
H: 3.153 -3.201 1.398
H: 1.099 -2.458 0.916
H: 1.674 -3.053 -0.657
H: -0.727 -2.972 -0.596
H: -0.135 -1.803 -1.791
H: -1.061 0.917 2.036
H: -2.666 1.385 2.536
H: -1.863 2.286 1.241
H: -4.021 1.538 -0.335
H: -4.629 0.817 1.164
H: -4.928 -0.447 -1.339
H: -4.884 -1.333 0.193
H: -3.986 -2.601 -1.916
H: -2.927 -3.294 -0.694
H: -2.257 -2.578 -2.186
O: 1.668 -0.346 2.219
N: 1.268 0.092 3.414
C: 0.380 -0.633 4.106
C: -0.001 -0.242 5.375
C: 0.536 0.911 5.921
C: 1.428 1.657 5.173
C: 1.782 1.227 3.909
H: 0.025 -1.520 3.601
H: -0.714 -0.846 5.918
H: 0.265 1.221 6.922
H: 1.855 2.575 5.552
H: 2.471 1.740 3.255
O: -0.523 4.374 -0.591
C: -0.421 3.202 -0.819
O: 0.386 2.398 -0.134
C: -1.298 2.528 -1.859
C: -2.442 3.216 -2.238
C: -3.354 2.692 -3.161
C: -3.049 1.458 -3.674
O: -3.745 0.739 -4.569
C: -2.988 -0.458 -4.836
O: -1.832 -0.406 -3.975
C: -1.897 0.773 -3.312
C: -0.997 1.284 -2.407
H: -2.597 4.195 -1.803
H: -4.242 3.227 -3.468
H: -2.675 -0.469 -5.876
H: -3.588 -1.329 -4.590
H: -0.071 0.769 -2.189

5.
This record from the Open Molecules 2025 dataset describes an isolated molecule of C7H10Cl2Si. The level of theory is ωB97M-V/def2-TZVPD.

Output
E_tot ... -1482.60365 Ha
SMILES string ... C[Si@](Cl)(CCl)C1C=CC=C1
Energy relative to the best compared isomer or geometry (same formula, charge and spin) ... 1.123 eV
2S+1 ... 1
Orbital gap ... 0.34383 Eh

Atoms and positions in Å:
C: -2.280 -0.815 0.261
Si: -0.570 -0.692 -0.538
Cl: -0.697 0.500 -2.169
C: 0.198 -2.308 -1.125
Cl: -0.014 -3.552 0.228
C: 0.437 0.405 0.954
C: -0.173 1.763 0.838
C: 0.785 2.433 0.153
C: 1.985 1.769 -0.037
C: 1.777 0.509 0.357
H: -2.942 -1.406 -0.282
H: -2.341 -1.263 1.250
H: -2.505 0.220 0.386
H: 1.191 -2.246 -1.293
H: -0.251 -2.695 -1.964
H: 0.551 0.019 1.922
H: -1.169 1.997 1.007
H: 0.488 3.449 0.010
H: 2.914 2.088 -0.548
H: 2.616 -0.174 0.589